# 1
Molecular formula: CH3Cl2PS2
Method: DFT, ωB97M-V/def2-TZVPD

The value obtained for the electronic energy is -2097.9560 Ha. The HOMO energy (alpha / beta) comes out at -0.3574 / -0.3303 Eh. The calculation puts the HOMO-LUMO gap (alpha / beta) at 6.85 / 5.07 eV. Its energy above the lowest of the compared OMol25 structures with the same formula, charge and spin is 3.3871 eV.

Geometry as ORCA input:
```
! RIJCOSX wB97M-V def2-TZVPD def2/J DEFGRID3
* xyz 0 1
C 0.41 1.22 -0.31
P -0.68 -1.20 0.71
S -2.40 -1.24 -0.26
S 0.06 0.68 1.36
Cl -0.97 -2.27 2.39
Cl 1.95 -1.14 -1.81
H 1.33 0.63 -0.72
H 0.83 2.14 -0.36
H -0.54 1.19 -1.00
*
```

***

# 2
Molecular formula: C4H13N2O2
Method: DFT, ωB97M-V/def2-TZVPD

The value obtained for the electronic energy is -420.1891 Ha. The HOMO energy comes out at -0.1233 Eh. The calculation puts the HOMO-LUMO gap at 7.05 eV. Its energy above the lowest of the compared OMol25 structures with the same formula, charge and spin is 0.8088 eV.

Geometry as ORCA input:
```
! RIJCOSX wB97M-V def2-TZVPD def2/J DEFGRID3
* xyz -1 1
C -0.81 1.50 1.62
N 0.52 2.15 1.77
C -0.61 0.08 0.94
C -1.95 -0.64 0.94
N 0.08 0.26 -0.30
C 1.06 -0.83 -0.69
O 0.94 -1.08 -2.02
H -1.53 2.05 1.03
H -1.28 1.38 2.62
H 1.07 1.54 2.37
H 0.98 1.96 0.86
H -0.03 -0.54 1.63
H -2.37 -0.98 1.90
H -1.86 -1.55 0.33
H -2.81 -0.12 0.45
H -0.65 0.37 -1.00
H 2.04 -0.43 -0.46
H 0.70 -1.76 -0.14
H 1.94 -1.13 -4.72
H 2.01 -1.22 -3.14
O 2.56 -0.99 -3.98
*
```

***

# 3
Molecular formula: C12H21N2O14P4RhSSe
Method: DFT, ωB97M-V/def2-TZVPD

The value obtained for the electronic energy is -5908.7889 Ha. The HOMO energy (alpha / beta) comes out at -0.3175 / -0.3436 Eh. The calculation puts the HOMO-LUMO gap (alpha / beta) at 8.92 / 6.99 eV. Its energy above the lowest of the compared OMol25 structures with the same formula, charge and spin is 0.0000 eV.

Geometry as ORCA input:
```
! RIJCOSX wB97M-V def2-TZVPD def2/J DEFGRID3
* xyz 0 5
Rh 0.31 -0.11 0.92
C 3.43 2.06 -2.41
C 2.96 1.85 -0.98
O 3.64 2.78 -0.11
P 3.43 0.19 -0.34
O 4.99 0.35 -0.13
O 3.37 -0.87 -1.47
O 2.66 -0.13 0.90
P 1.16 2.12 -0.76
O 0.85 3.49 -1.51
O 0.38 1.02 -1.40
O 0.99 2.29 0.74
H 4.46 1.71 -2.55
H 3.38 3.12 -2.65
H 2.79 1.51 -3.10
H 3.09 2.85 0.69
H 5.20 1.20 0.29
H 2.47 -1.37 -1.45
H 1.05 4.26 -0.96
C -1.28 -3.94 -2.31
C -1.27 -3.16 -1.00
O -2.16 -3.79 -0.06
P -1.97 -1.47 -1.17
O -3.48 -1.74 -1.57
O -1.44 -0.69 -2.42
O -1.79 -0.77 0.14
P 0.39 -2.90 -0.31
O 1.10 -4.33 -0.50
O 1.00 -1.86 -1.20
O 0.24 -2.53 1.14
H -2.28 -3.98 -2.73
H -0.93 -4.96 -2.12
H -0.61 -3.47 -3.03
H -1.86 -3.53 0.82
H -3.84 -2.45 -1.03
H -0.70 -0.08 -2.17
H 1.99 -4.34 -0.14
S 0.96 -1.20 5.50
C 1.48 0.40 5.20
C 1.33 0.69 3.88
N 0.82 -0.35 3.13
C 0.58 -1.40 3.86
H 1.86 1.03 5.98
H 1.59 1.61 3.39
H 0.20 -2.32 3.44
Se -1.50 1.47 2.10
C -2.86 1.90 0.85
C -4.18 1.62 1.19
C -5.16 1.91 0.26
N -4.92 2.45 -0.94
C -3.65 2.72 -1.23
C -2.58 2.45 -0.38
H -4.44 1.19 2.15
H -6.20 1.69 0.49
H -3.46 3.15 -2.21
H -1.57 2.67 -0.70
*
```

***

# 4
Molecular formula: C35H32F6N4STc
Method: DFT, ωB97M-V/def2-TZVPD

The value obtained for the electronic energy is -2650.0426 Ha. The HOMO energy (alpha / beta) comes out at -0.2551 / -0.2582 Eh. The calculation puts the HOMO-LUMO gap (alpha / beta) at 6.71 / 6.10 eV.

Geometry as ORCA input:
```
! RIJCOSX wB97M-V def2-TZVPD def2/J DEFGRID3
* xyz 0 4
Tc 0.25 0.55 0.20
C 4.01 0.86 1.49
C 3.07 -0.17 2.14
C 1.94 0.47 2.94
N 0.63 0.49 2.28
C -0.43 0.71 3.05
C -0.30 1.16 4.39
C -1.23 1.22 5.42
C -2.53 0.76 5.47
C -3.24 0.21 4.41
C -2.89 0.09 3.08
C -1.72 0.48 2.39
N -1.64 0.50 1.07
C -2.67 -0.10 0.23
C -2.46 -1.63 0.14
C -1.02 -2.07 0.49
N 0.02 -1.31 -0.18
C 0.88 -1.96 -1.18
C 1.52 -3.18 -0.57
C 2.37 -4.01 -1.21
C 2.97 -3.77 -2.49
C 3.24 -2.54 -2.99
C 2.98 -1.27 -2.40
C 2.04 -0.99 -1.44
N 1.99 0.16 -0.71
C 3.04 1.15 -0.85
C 3.36 1.82 0.49
H 4.83 0.33 0.99
H 4.46 1.45 2.29
H 3.67 -0.77 2.83
H 2.66 -0.86 1.40
H 2.23 1.49 3.23
H 1.82 -0.09 3.88
H 0.68 1.53 4.65
H -0.84 1.65 6.34
H -3.04 0.83 6.42
H -4.23 -0.15 4.65
H -3.66 -0.33 2.46
H -2.58 0.33 -0.76
H -3.68 0.13 0.58
H -2.72 -1.95 -0.87
H -3.13 -2.16 0.83
H -0.91 -3.13 0.27
H -0.89 -1.97 1.58
H 1.26 -3.40 0.46
H 2.66 -4.92 -0.70
H 3.36 -4.63 -3.02
H 3.83 -2.51 -3.91
H 3.60 -0.46 -2.75
H 2.73 1.90 -1.59
H 3.95 0.69 -1.21
H 2.47 2.28 0.92
H 4.05 2.64 0.29
F -3.05 6.30 0.22
C -2.47 5.20 -0.27
C -1.42 4.60 0.41
F -0.97 5.12 1.55
C -0.86 3.47 -0.12
F 0.18 2.90 0.56
C -1.28 2.86 -1.30
S -0.51 1.42 -1.93
C -2.34 3.50 -1.95
F -2.81 2.99 -3.09
C -2.92 4.64 -1.45
F -3.94 5.22 -2.09
F -1.50 -7.41 -4.02
C -1.13 -6.17 -3.65
C -0.18 -5.50 -4.39
C 0.20 -4.23 -4.00
C -0.36 -3.61 -2.88
C 0.08 -2.21 -2.51
C -1.34 -4.31 -2.18
C -1.73 -5.59 -2.55
H 0.26 -5.98 -5.26
H 0.95 -3.70 -4.56
H -0.79 -1.55 -2.46
H 0.69 -1.83 -3.34
H -1.83 -3.86 -1.33
H -2.49 -6.14 -2.01
*
```

***

# 5
Molecular formula: C5H15NO2
Method: DFT, ωB97M-V/def2-TZVPD

The value obtained for the electronic energy is -404.6324 Ha. The HOMO energy comes out at -0.3243 Eh. Its SMILES is CCNCCCO.O. The calculation puts the HOMO-LUMO gap at 9.61 eV. Its energy above the lowest of the compared OMol25 structures with the same formula, charge and spin is 3.3384 eV.

Geometry as ORCA input:
```
! RIJCOSX wB97M-V def2-TZVPD def2/J DEFGRID3
* xyz 0 1
C 2.59 0.45 -0.06
C 1.58 1.11 -1.02
N 0.21 0.49 -1.00
C 0.11 -0.91 -0.50
C -1.42 -1.36 -0.48
C -2.21 -0.77 0.67
O -1.57 -1.03 1.89
H 3.35 -0.24 -0.26
H 1.97 -0.32 0.47
H 3.03 1.14 0.61
H 1.50 2.10 -0.98
H 2.09 0.93 -2.02
H -0.07 0.60 -1.95
H 0.49 -0.92 0.54
H 0.70 -1.38 -1.18
H -1.47 -2.54 -0.61
H -1.93 -1.21 -1.47
H -2.34 0.36 0.52
H -3.31 -1.27 0.81
H -1.65 -1.99 2.14
O -0.46 2.45 1.66
H -1.13 1.79 1.49
H -0.06 2.51 0.72
*
```

***

# 6
Molecular formula: C43H47N3O8PS2Sc
Method: DFT, ωB97M-V/def2-TZVPD

The value obtained for the electronic energy is -4331.7054 Ha. The HOMO energy comes out at -0.0985 Eh. The calculation puts the HOMO-LUMO gap at 5.93 eV. Its energy above the lowest of the compared OMol25 structures with the same formula, charge and spin is 2.2864 eV.

Geometry as ORCA input:
```
! RIJCOSX wB97M-V def2-TZVPD def2/J DEFGRID3
* xyz -2 1
Sc 13.43 15.37 10.03
S 12.90 15.53 12.65
C 11.45 16.01 12.09
S 11.18 16.54 10.51
C 10.29 16.08 12.99
C 10.41 16.86 14.16
N 10.56 17.38 15.20
C 9.00 15.64 12.70
N 7.96 15.24 12.36
O 19.75 15.67 7.22
C 19.48 14.59 7.76
O 20.20 13.66 8.15
C 18.06 14.52 8.26
C 17.88 13.87 9.56
C 16.57 13.85 10.03
N 15.52 14.46 9.44
C 15.62 14.92 8.12
C 16.91 15.03 7.60
C 14.43 15.40 7.35
O 14.46 15.49 6.14
O 13.29 15.54 8.05
H 18.66 13.38 10.10
H 16.30 13.31 10.96
H 17.04 15.62 6.69
O 14.37 18.94 7.96
C 15.09 19.40 9.18
C 14.89 18.33 10.37
O 15.31 18.66 11.47
O 14.42 17.18 10.05
C 16.54 19.51 8.72
C 17.18 20.73 8.71
C 18.55 20.79 8.35
C 19.22 19.70 7.78
C 18.57 18.45 7.76
C 17.21 18.38 8.21
C 14.49 20.74 9.48
C 13.99 21.51 8.38
C 13.34 22.71 8.65
C 13.24 23.21 9.94
C 13.80 22.49 11.01
C 14.36 21.22 10.78
H 13.98 18.05 8.15
H 16.71 21.66 9.13
H 18.99 21.79 8.45
H 20.25 19.91 7.42
H 19.05 17.50 7.39
H 16.60 17.48 8.22
H 13.90 21.17 7.39
H 12.88 23.21 7.80
H 12.66 24.10 10.13
H 13.80 22.77 12.08
H 14.83 20.58 11.54
O 12.41 13.55 10.21
P 11.37 12.43 9.90
C 9.74 13.29 9.43
C 9.78 14.09 8.13
C 8.54 14.95 7.89
C 7.22 14.37 8.43
C 7.31 12.83 8.56
C 8.46 12.35 9.44
C 12.09 11.45 8.50
C 11.15 10.47 7.81
C 11.73 9.91 6.52
C 13.21 9.56 6.56
C 13.78 9.51 7.98
C 13.49 10.82 8.73
C 11.18 11.57 11.58
C 10.63 10.06 11.36
C 9.34 9.72 12.13
C 9.25 10.38 13.53
C 9.39 11.92 13.45
C 10.71 12.37 12.79
H 9.76 14.00 10.30
H 9.90 13.45 7.21
H 10.66 14.79 8.17
H 8.46 14.96 6.83
H 8.71 15.95 8.19
H 6.32 14.66 7.88
H 7.04 14.69 9.50
H 7.30 12.41 7.53
H 6.35 12.52 9.03
H 8.71 11.34 9.16
H 8.07 12.31 10.45
H 12.32 12.31 7.82
H 10.20 10.90 7.53
H 10.90 9.61 8.46
H 11.50 10.61 5.69
H 11.08 9.00 6.37
H 13.79 10.37 6.06
H 13.32 8.62 6.00
H 14.87 9.27 8.01
H 13.24 8.82 8.58
H 14.24 11.56 8.39
H 13.73 10.73 9.81
H 12.30 11.45 11.79
H 11.39 9.34 11.67
H 10.47 9.84 10.31
H 9.30 8.62 12.16
H 8.48 10.13 11.54
H 10.04 9.99 14.20
H 8.37 9.99 14.00
H 9.40 12.24 14.56
H 8.52 12.52 13.03
H 11.51 12.34 13.56
H 10.59 13.46 12.59
*
```